1.
The following is a quantum chemistry calculation of a cluster of 7 separate species, C39H97N7O in total at a distorted geometry, from the Open Molecules 2025 dataset.

Geometry as XYZ:
```
144
Properties=species:S:1:pos:R:3
H 2.08074 6.62922 1.24151
H 0.58422 2.73980 0.42015
H 1.55453 -2.45698 -1.91334
C -3.37432 1.30351 -1.99299
C -2.90137 5.42932 1.32405
H -1.16288 -4.08247 4.03453
C -6.58851 -0.33238 0.43894
H -1.02699 -2.43824 -0.76618
C -1.13795 0.55089 -0.76896
H -2.56933 -3.67037 3.05953
H -0.13298 -0.96300 4.04133
C -1.39425 3.28949 -2.18176
H 3.13577 -2.06447 -0.95348
H -0.55693 1.34883 -3.90099
H 4.13020 2.34089 -2.20575
H -0.60292 -4.23200 -4.90259
C 0.89169 -0.11803 -3.76292
H 4.80377 -1.57625 -0.26522
H -1.53733 3.87847 1.67428
C -1.70559 -3.25455 3.57832
C 3.55671 -4.38436 1.19715
N 0.69701 1.91198 -2.36297
H -0.79480 1.55045 -0.50208
H -0.05777 -1.96802 0.93575
H 1.49404 -3.97183 1.12375
C 0.97113 -3.37732 -1.94045
H 0.68333 -2.44485 4.20219
H -7.63182 -0.14040 0.18844
H 1.88374 3.85405 0.91519
C -0.61043 -4.95696 -4.08867
H -5.88270 1.72512 0.34745
H 4.55153 -1.15791 3.67271
C 1.23691 0.76089 1.16786
H 0.89393 -2.13341 -0.48349
C -5.64443 0.75900 -0.09746
H 1.84537 -5.27766 2.24906
N -0.55257 5.46410 0.59109
H -0.68784 6.34395 2.52699
H -1.76630 2.80408 -1.27951
H 0.72121 -0.56925 -4.74039
O -1.73094 -3.31265 0.79082
H -2.16197 -0.42186 1.45135
H 2.32426 0.80709 1.10752
C -2.25277 -1.53213 -2.33983
H -2.16101 -4.00622 -2.87147
C -0.88024 -2.05184 -1.77477
H -3.13181 0.26696 -2.22719
H 0.45172 -4.82820 -0.42220
H -1.19296 -5.78857 -4.48512
C -0.87231 -2.59495 1.33032
C 0.12907 3.25897 -2.31289
H -4.32888 1.49259 2.09212
C 2.04031 1.78206 -1.78569
H -3.95224 2.47672 -0.28178
H 3.76167 -4.34849 0.12720
H -5.80127 0.97799 -1.15365
H -2.36884 1.64546 -0.13335
H 2.98600 -1.37783 4.48513
C 0.69927 1.28748 2.49977
H 0.44821 3.88924 -3.14294
H 2.29990 0.76910 -1.47806
C 1.02484 -3.90342 -0.48857
H 4.22959 -5.16654 1.54861
N 3.86903 -3.07594 1.65170
H 1.13125 5.59393 -0.69477
H -2.22626 0.51401 -0.72072
C 0.37019 4.88937 -0.35937
H -0.18988 -1.21365 -1.86931
C 3.14875 2.33319 -2.67988
N 0.68393 -0.49743 0.69192
C -0.75434 -0.38361 0.38290
H 1.90399 -0.34178 -3.42636
H -2.85338 5.79997 2.34797
C 0.25767 -1.78710 3.44438
H 2.79909 -2.20878 0.79673
H -6.69107 -0.42315 1.52030
H 0.16755 -0.65269 -3.14821
C 1.36566 -1.15394 -0.40474
H -0.22464 4.58216 -1.21954
C -4.06272 0.50336 1.71970
H -1.21838 -0.12709 1.33525
H 1.23934 -0.57838 -1.32173
C 0.51858 1.37246 -3.72541
H 2.40412 -3.24150 3.17812
C 1.14186 6.98478 1.66600
H 4.04262 -3.49961 3.75435
C 3.44020 -2.92915 3.04741
H 2.01898 -5.50680 0.45964
H 3.41184 -0.66484 0.02823
H -2.63054 -0.60953 -1.89915
C -1.71896 4.58449 0.86394
N -0.32378 -3.14746 -2.52428
H 1.38502 7.45627 2.61819
H -2.01273 1.32237 1.86083
H -1.70018 4.33533 -2.20879
H 1.10025 -1.49535 2.81745
H -1.89891 2.73501 -2.97294
H 2.79511 3.33837 -2.90932
H 1.56104 -3.97445 -2.63582
C 5.42201 -2.46311 -0.12608
H 0.80936 7.79650 1.01896
C 2.77438 -1.54389 -0.06663
H 0.62665 3.75717 -1.48084
H 1.96683 2.21010 -0.78595
H 5.63818 -1.95584 1.88403
C -3.41292 1.54092 -0.42845
H -6.41324 -1.31914 0.01036
H -4.27580 1.65064 -2.49790
H -3.08247 -2.19107 -2.08390
C 2.14511 -4.82750 1.30270
H 2.09223 -4.00296 -0.29139
N -0.81352 -2.44697 2.70832
C 3.51543 -1.46787 3.53661
H 5.22241 -3.22710 -0.87745
H -3.83314 4.87118 1.41562
H -1.23001 -1.33877 0.16045
H -2.49685 1.91210 -2.21155
H -2.22979 -1.45423 -3.42680
H 1.81655 3.27503 -0.68976
H -3.13984 6.20262 0.59382
N -4.22873 0.49790 0.26212
H -1.04746 -4.96729 -1.95509
H 0.80162 0.45955 3.20131
H 0.68375 -3.28619 0.34257
C 0.05094 5.89765 1.86132
H -0.31556 1.68522 2.49355
H -4.74053 -0.18031 2.23083
H -2.05436 -2.54809 4.33156
H 2.96993 -0.83957 2.83250
H 0.35153 5.11434 2.55715
C -2.56890 0.40182 2.03792
C -1.11172 -4.29501 -2.81066
H 6.44110 -2.10252 -0.26591
H 1.38804 2.09695 2.74152
H 3.23811 1.82057 -3.63766
H 0.44983 -5.20962 -4.07763
C 1.17401 3.60778 0.12543
H -2.32336 0.14786 3.06909
H 1.00023 1.57686 0.48502
C 5.29753 -2.81351 1.30397
H -0.70503 0.34406 -1.74769
H 5.94363 -3.61368 1.66508
H 0.96002 1.97567 -4.51874
H -1.96131 3.98443 -0.01315
```

Results
**Frontier orbital gap**: 7.90 eV
**LUMO energy**: 0.02363 hartree
**Total energy**: -2001.7402 hartree
**Relative energy (zero: lowest compared OMol25 entry of this formula, charge and spin)**: 21.197 eV
**F_max**: 4.670 eV/A
**SMILES**: CCN(CC)CC.CCN(CC)CC.CCN(CC)CC.CCN(CC)CC.CCN(CC)CC.CCN(CC)CC.CN(C)C=O

Atom charges from the Mulliken analysis, given in e for atoms 1 to 99: 0.28 0.38 -0.45 -0.65 -1.78 0.28 -1.40 0.37 -0.35 0.35 0.64 -1.05 1.31 0.43 0.40 0.31 -0.63 0.39 -0.23 -1.13 -1.08 2.01 1.44 -0.18 0.30 -0.80 0.89 0.47 0.98 -1.38 0.36 0.43 0.40 -1.65 -0.42 0.42 0.27 0.43 -0.22 0.66 -0.71 0.63 0.94 -1.07 0.48 1.27 -0.07 1.15 0.43 -0.11 0.33 0.42 0.51 0.83 0.43 0.37 -0.52 0.41 -1.46 -0.18 -0.23 0.58 0.45 0.91 0.54 -1.22 -0.83 -2.23 -2.22 1.92 0.23 0.01 0.39 -0.83 -0.30 0.36 0.68 -0.39 -0.25 -1.31 -0.71 1.10 -0.87 0.17 -1.47 0.31 -0.38 0.61 0.70 0.19 1.06 0.87 0.47 -1.00 0.66 -1.06 0.82 0.35 0.52

2.
The following is a quantum chemistry calculation of a structure of composition C53H44BrN10O5Rb at a distorted geometry, from the Open Molecules 2025 dataset.

Geometry as XYZ:
```
114
Properties=species:S:1:pos:R:3
C 0.79517 3.16915 -3.32846
C 3.37421 2.34780 2.03616
N 4.30601 1.11245 -1.47062
H -5.71461 -2.87886 -5.34739
C -0.10646 4.18408 -3.08584
N -3.63676 0.27459 -2.72830
C 1.07761 -2.95907 -0.78204
H -6.89838 1.63760 -0.52604
C 4.21425 5.13670 -0.21077
H -5.15975 1.47655 -4.36454
C 1.07070 -5.34236 -2.53935
C 0.10607 5.55060 -3.69449
C -1.11555 2.86527 -1.39519
C -3.07241 -0.82785 3.05530
N 1.30836 6.08372 -3.42328
O -4.43327 1.04359 2.69675
H 1.31666 1.17534 -2.65905
C -2.98444 -0.06277 -1.49707
C -2.13386 -2.82733 2.39458
C 1.88138 -4.12756 -0.50161
C 0.25777 -4.26701 -2.73486
H 3.90032 0.36350 2.56297
O -0.76195 6.17436 -4.30624
C 3.31564 -6.51730 0.13756
H -1.46218 -2.71981 -5.31493
H 1.82356 5.71950 -2.63641
N 4.26632 -0.71539 -0.43186
H -3.92897 -3.31266 5.25332
H 5.37772 3.77830 0.99953
C -2.19366 -4.82033 3.78050
H 1.04258 -6.18515 -3.21887
H 1.54909 3.25403 -4.09218
C 3.53116 2.80032 4.98028
C -1.32882 -5.42690 2.94527
O -2.21755 1.37187 2.94799
H -4.46820 -0.88933 4.70130
C 0.66426 2.00429 -2.55283
C 0.39070 -1.47674 6.17474
H 3.34230 3.70023 4.42031
H -1.80833 4.87600 -1.97780
C 2.58488 -4.28970 0.74203
H -4.54388 2.76883 -3.29468
Rb 0.24405 -0.35234 0.62151
H 0.82617 5.23467 -0.42932
H 4.10119 -0.52116 4.61910
C 0.29482 -3.10242 -1.93179
C 1.91089 3.85611 0.71027
C 1.94091 -5.30935 -1.38409
H -3.62831 0.47986 0.57972
C -4.89053 1.05653 -1.05138
C 3.91830 0.40986 5.11632
N 4.88535 0.49673 -0.49606
H -3.57182 -3.84082 -5.99700
H 1.41788 7.03449 -3.67176
H -0.38036 -4.30977 -3.61241
C 3.21160 3.33175 1.16174
C 3.56824 2.88985 6.36620
H -0.37893 -2.33559 -2.22747
O 1.17573 -0.68386 6.39131
H 4.18748 -0.35922 7.11679
C 3.64356 1.36713 2.89608
C -5.23212 1.89978 -3.37117
N 3.36465 0.46136 -2.07912
C 3.69703 1.54594 4.35339
H -0.26418 -5.31972 1.06893
O -2.00027 -0.75132 -1.43773
H -5.78544 -0.87221 -3.83133
C -5.87017 1.90188 -0.33736
H 3.90978 -7.39328 0.36280
C 4.37859 4.07747 0.66607
C 3.25342 -5.43206 1.04204
H -1.04878 -3.04774 0.53304
C -2.65284 -3.51597 3.49514
C -3.60127 -2.91229 -5.39158
H 3.90163 1.79514 8.21988
C -3.80076 -1.48278 4.11037
C 3.36159 -0.71009 -1.40615
H 3.72670 -5.58282 2.00304
H 2.70630 -1.57023 -1.54840
C -2.44106 -1.19287 -4.18958
H 2.64816 -7.29831 -1.76993
C -3.66564 -0.71033 -3.73825
C -1.10212 4.04300 -2.14813
H -6.26706 2.17704 -3.14846
N -2.33487 -1.47112 2.18839
C -1.36439 -3.55161 1.44436
H 1.00787 3.43264 1.13706
C -3.53351 -2.79003 4.36472
H 4.45734 3.00650 -1.16466
H 4.02544 2.56932 -2.69204
C 4.02491 0.50957 6.50189
H 5.12602 5.61433 -0.48880
C -3.81095 0.51801 -0.47287
C -4.80757 -2.39389 -4.97754
H 2.90124 6.61725 -1.06296
C 1.83823 4.90871 -0.15224
C 2.67233 -6.46873 -1.06183
H 3.36445 3.82662 6.85338
H -2.54836 -5.32101 4.69819
C -2.41868 -2.31911 -4.98815
H -0.93251 -6.42590 3.17619
H -5.63450 1.85257 0.73899
C 3.83709 1.76170 7.13249
N 4.67402 2.35796 -1.91895
N -4.86084 0.84940 -2.43223
N -0.26081 1.86687 -1.62278
C 2.96394 5.62235 -0.66681
H -1.52912 -0.74144 -3.84977
H -5.71064 2.99207 -0.55507
C -0.95025 -4.82607 1.72527
Br 2.46581 -2.90273 2.06121
H -1.79970 2.78886 -0.57112
C -4.83681 -1.26430 -4.18713
C -3.24522 0.70660 2.89366
```

Results
**Net charge**: -2
**Frontier orbital gap**: 4.84 eV
**LUMO energy**: 0.13611 hartree
**Total energy**: -5567.8525 hartree
**Relative energy (zero: lowest compared OMol25 entry of this formula, charge and spin)**: 0.520 eV
**F_max**: 1.652 eV/A

Atom charges from the Mulliken analysis, given in e for atoms 1 to 99: -0.72 -0.27 1.43 0.35 0.89 0.63 0.35 0.36 -0.05 0.41 -1.29 -0.19 -0.55 0.74 -0.36 -0.80 0.71 -0.32 -0.03 -0.63 -0.30 0.38 -0.70 -0.43 0.40 0.24 -0.11 0.30 0.18 -0.71 0.28 0.51 -0.54 -0.72 -0.72 0.47 -0.72 0.15 0.40 0.41 0.12 0.15 0.35 0.63 0.45 0.27 -1.10 1.19 -0.35 0.16 -0.51 -0.78 0.30 0.27 0.23 1.59 -0.51 0.08 -0.16 0.39 -1.37 -1.03 -0.84 0.86 0.64 0.03 0.37 -1.46 0.36 -1.38 -0.56 0.40 0.90 -0.56 0.33 -0.79 -0.72 0.40 1.00 -0.30 0.33 -0.07 -0.88 0.42 0.19 -0.32 0.70 -0.83 0.27 0.41 -0.56 0.32 0.39 -0.73 0.62 0.32 -0.87 0.38 0.29

3.
The following is a quantum chemistry calculation of a cluster of 4 separate species, C18H44BO10 in total, from the Open Molecules 2025 dataset.

Geometry as XYZ:
```
73
Properties=species:S:1:pos:R:3
O -4.63305 0.54272 0.19609
O 0.60497 -2.70043 2.62703
H 5.98137 -0.77859 0.74651
H 3.40655 -3.77245 1.12471
H 0.78929 3.32604 -4.09068
H 0.27687 2.65876 -5.65073
C -1.14601 2.40425 -4.07649
H -3.62763 2.96779 -3.10587
H -0.71814 6.41908 -4.67919
H 5.50645 0.39408 -1.37568
B -8.06507 0.28581 1.21879
O -3.02893 1.86283 1.89394
C 1.75742 -2.61415 1.81276
H -1.32775 1.44568 2.90300
H 1.33416 -4.82029 3.92725
H -5.56210 2.37688 0.21979
O -0.52151 4.47624 -5.20473
H 8.16903 -2.29035 -2.70046
C -1.60194 -0.02620 1.33529
H -1.08018 2.07668 1.27498
H -2.60101 2.79335 0.11072
H 6.68406 -1.88014 -3.58464
H -4.42246 2.09938 -1.08208
C 2.57755 -3.88603 1.82834
H -0.74644 1.41285 -3.83980
C -0.06456 3.20824 -4.76847
C 5.29922 -1.21690 0.00996
H 2.45940 -6.09726 3.41356
H 4.28118 -0.90838 0.26757
H -0.73841 -0.54747 1.75413
C -0.20614 5.52939 -4.31623
O -7.34364 0.33308 2.55187
H 1.95596 -4.72685 1.49996
H 1.64043 -2.35766 4.39691
H 1.42782 -2.42269 0.78654
H -5.35631 -0.08626 2.96776
H -2.95961 4.19189 -2.01364
O 3.13062 -4.15605 3.10823
H 0.74530 -0.95869 3.75050
H -2.81476 4.40426 -3.77746
H 6.51900 -4.21638 0.53748
O 5.35480 -2.63107 0.06764
H -3.79559 3.59119 1.14327
O -1.56352 3.00564 -2.86837
H 6.60897 -2.97531 -2.18548
H -2.50783 -0.56547 1.61096
C 0.73079 -2.04760 3.87449
H -5.74366 -1.02548 0.74495
O -6.95959 0.54491 0.21626
C -3.45385 2.61556 0.77800
H -1.52264 -0.03902 0.24733
H 2.82093 -5.12564 4.85665
H -8.54866 -0.84854 1.05305
H -0.14066 -2.31722 4.46813
H 4.93945 -1.11823 -2.10200
C -5.98550 0.49964 2.28471
H -8.92867 1.15805 1.11055
C 2.38898 -5.09713 3.85728
H 2.38527 -1.77161 2.12734
H -0.53568 5.31324 -3.29739
C -2.80752 3.67684 -2.96045
C 5.63430 -0.69202 -1.36987
H -1.99659 2.27011 -4.75368
C -4.59375 1.93100 -0.01335
H -5.67126 1.55482 2.38213
H 7.42854 -2.71628 0.23093
C -1.69903 1.39674 1.87550
H 0.87314 5.72287 -4.30342
C 7.10395 -2.09085 -2.59454
O 6.97317 -0.97359 -1.73854
H 6.52850 -2.92517 1.75470
C 6.52483 -3.13706 0.68011
C -5.82259 0.07059 0.82555
```

Results
**Net charge**: -1
**Frontier orbital gap**: 5.61 eV
**LUMO energy**: 0.07206 hartree
**Total energy**: -1489.3810 hartree
**F_max**: 0.427 eV/A

In elementary charge units, the Mulliken charges are: -0.26 -0.40 0.36 0.24 0.31 0.37 -0.58 0.34 0.24 0.38 0.69 -0.36 -0.45 0.30 0.30 0.38 -0.37 0.23 -0.28 0.25 0.14 0.33 -0.02 -0.44 0.39 -0.49 -0.30 0.30 0.28 -0.06 -0.65 -0.65 0.34 0.39 0.38 0.16 0.27 -0.35 0.32 0.41 0.25 -0.26 0.27 -0.29 0.27 0.15 -0.82 0.17 -0.73 -0.20 0.23 0.25 -0.27 0.26 0.35 0.07 -0.26 -0.71 0.34 0.25 -0.87 -0.68 0.34 -0.18 0.11 0.41 -0.36 0.32 -0.67 -0.37 0.34 -0.90 -0.22